Entry a
Molecular formula: C4H12O3
Method: DFT, the ωB97M-V functional and the def2-TZVPD basis

Atoms and positions in Å:
H (0.783, -0.255, 2.661)
H (1.916, 0.853, 1.907)
H (-0.228, -2.337, -1.175)
H (-3.374, 0.882, -2.098)
O (-1.420, 2.314, 0.811)
C (1.458, -0.848, 0.625)
C (1.655, -0.183, 2.020)
H (1.054, -1.592, -2.067)
C (0.539, -0.423, -0.333)
H (2.268, -1.491, 0.259)
H (-1.293, 1.717, 1.519)
O (-3.472, -0.020, -1.761)
H (1.485, 1.326, 0.065)
H (2.457, -0.684, 2.408)
H (-3.477, 0.117, -0.741)
O (0.771, 0.982, -0.544)
H (-0.460, -0.907, -2.221)
H (-0.870, 1.942, 0.122)
C (0.206, -1.393, -1.457)

Output
* spin multiplicity: 1
* gap between HOMO and LUMO: 8.119 eV
* structure (SMILES): C/C=C(/C)O.O.O

Just the Mulliken charges please, in e? Sure, here they are: number 1, H, carries 0.23; number 2, H, carries 0.38; number 3, H, carries 0.36; number 4, H, carries 0.32; number 5, O, carries -0.65; number 6, C, carries -0.53; number 7, C, carries -1.12; number 8, H, carries 0.36; number 9, C, carries 0.89; number 10, H, carries 0.29; number 11, H, carries 0.29; number 12, O, carries -0.65; number 13, H, carries 0.34; number 14, H, carries 0.36; number 15, H, carries 0.33; number 16, O, carries -0.56; number 17, H, carries 0.34; number 18, H, carries 0.39; number 19, C, carries -1.36

Entry b
Molecular formula: C4H12O3
Method: DFT, the ωB97M-V functional and the def2-TZVPD basis

Atoms and positions in Å:
H (2.972, -3.831, 3.076)
H (-1.681, 2.231, -3.628)
H (0.536, 2.068, -5.281)
C (-1.486, 0.223, -3.243)
C (-0.249, 1.374, -5.011)
H (-0.777, 2.300, 2.038)
O (2.988, -3.266, 3.853)
H (1.951, -1.076, 5.364)
H (1.051, -0.010, 4.842)
H (-2.247, 1.122, -1.553)
H (-0.802, 1.658, 0.602)
O (-0.662, 1.491, 1.536)
C (-0.963, 1.440, -3.874)
H (-1.824, -0.661, -1.327)
H (-0.248, 0.424, -5.542)
C (-1.970, 0.169, -2.000)
O (1.031, -0.792, 5.406)
H (-1.416, -0.711, -3.802)
H (3.512, -2.492, 3.614)

Output
* spin multiplicity: 1
* gap between HOMO and LUMO: 9.323 eV
* structure (SMILES): C=CC=C.O.O.O

Just the Mulliken charges please, in e? Sure, here they are: number 1, H, carries 0.31; number 2, H, carries 0.26; number 3, H, carries 0.27; number 4, C, carries -0.03; number 5, C, carries -0.67; number 6, H, carries 0.32; number 7, O, carries -0.62; number 8, H, carries 0.30; number 9, H, carries 0.31; number 10, H, carries 0.23; number 11, H, carries 0.32; number 12, O, carries -0.64; number 13, C, carries -0.07; number 14, H, carries 0.29; number 15, H, carries 0.23; number 16, C, carries -0.78; number 17, O, carries -0.62; number 18, H, carries 0.27; number 19, H, carries 0.32

Entry c
Molecular formula: C4H12O3
Method: DFT, the ωB97M-V functional and the def2-TZVPD basis

Atoms and positions in Å:
H (3.315, 1.853, -2.150)
H (1.578, -0.723, 0.232)
H (0.427, -2.043, 1.817)
H (0.797, 0.913, 0.078)
C (-0.482, -1.692, 1.325)
H (0.432, 3.473, -1.062)
H (-1.893, -0.377, -1.348)
C (0.729, -0.180, -0.176)
H (0.849, -0.072, -1.263)
H (-1.826, 0.822, -0.089)
O (-1.495, -2.141, 1.823)
O (2.498, 1.448, -1.836)
C (-0.526, -0.754, 0.203)
H (1.263, 2.200, -1.564)
H (-2.647, -0.778, 0.236)
H (-0.501, -1.342, 4.429)
O (0.333, 2.542, -1.259)
H (0.199, -1.118, 4.351)
C (-1.831, -0.268, -0.259)

Output
* spin multiplicity: 1
* gap between HOMO and LUMO: 3.998 eV

Just the Mulliken charges please, in e? Sure, here they are: number 1, H, carries 0.18; number 2, H, carries 0.39; number 3, H, carries 0.49; number 4, H, carries 0.35; number 5, C, carries -0.35; number 6, H, carries 0.28; number 7, H, carries 0.33; number 8, C, carries -1.11; number 9, H, carries 0.35; number 10, H, carries 0.31; number 11, O, carries -0.41; number 12, O, carries -0.93; number 13, C, carries 0.99; number 14, H, carries 0.42; number 15, H, carries 0.36; number 16, H, carries 0.01; number 17, O, carries -0.71; number 18, H, carries 0.01; number 19, C, carries -0.96

Most stable to least stable, the ends of the list are entry b and entry c.

Entry a
Molecular formula: C4H12O3
Method: DFT, the ωB97M-V functional and the def2-TZVPD basis

Atoms and positions in Å:
H (1.855, 0.327, 1.693)
H (0.064, 0.346, -0.821)
H (-2.746, 1.542, -0.757)
H (-1.482, -0.059, 1.733)
C (-0.810, 0.526, -0.158)
H (-0.318, 2.744, 0.389)
C (-1.859, 0.989, -1.209)
H (3.409, 0.326, 1.417)
H (-2.365, 0.118, -1.726)
O (2.126, -2.676, -1.627)
O (0.028, 1.479, 1.840)
C (-1.144, -0.586, 0.789)
H (-0.263, -1.192, 1.016)
H (2.113, -2.847, -2.631)
C (-0.430, 1.710, 0.739)
H (-1.546, 1.631, -1.962)
H (-2.197, -1.095, 0.550)
O (2.729, -0.034, 1.985)
H (2.836, -3.252, -1.261)

Output
* spin multiplicity: 1
* gap between HOMO and LUMO: 10.599 eV
* structure (SMILES): CC(C)C=O.O.O

Just the Mulliken charges please, in e? Sure, here they are: number 1, H, carries 0.34; number 2, H, carries 0.25; number 3, H, carries 0.34; number 4, H, carries 0.31; number 5, C, carries 0.78; number 6, H, carries 0.40; number 7, C, carries -1.58; number 8, H, carries 0.29; number 9, H, carries 0.35; number 10, O, carries -0.64; number 11, O, carries -0.50; number 12, C, carries -1.13; number 13, H, carries 0.28; number 14, H, carries 0.32; number 15, C, carries -0.24; number 16, H, carries 0.44; number 17, H, carries 0.32; number 18, O, carries -0.67; number 19, H, carries 0.32

Entry b
Molecular formula: C4H12O3
Method: DFT, the ωB97M-V functional and the def2-TZVPD basis

Atoms and positions in Å:
H (1.672, 1.202, 0.328)
H (0.536, -1.448, -4.332)
C (0.686, 0.981, 0.883)
H (1.263, -1.070, 0.676)
H (2.063, 0.254, 2.998)
C (-0.403, 0.805, -0.294)
H (-2.497, 0.136, -0.792)
H (-3.219, 1.057, 0.971)
H (0.677, 1.784, 1.638)
C (1.056, -0.354, 1.537)
O (-2.323, 1.005, 1.071)
H (-1.658, -0.950, 0.455)
O (2.293, -0.115, 2.150)
C (-1.732, 0.141, 0.079)
H (1.166, -2.799, -4.043)
H (0.255, -0.761, 2.119)
H (-0.722, 1.847, -0.589)
O (0.905, -2.016, -3.645)
H (-0.019, 0.302, -1.211)

Output
* spin multiplicity: 1
* gap between HOMO and LUMO: 10.553 eV
* structure (SMILES): OCCCCO.O

Just the Mulliken charges please, in e? Sure, here they are: number 1, H, carries 0.25; number 2, H, carries 0.31; number 3, C, carries -0.51; number 4, H, carries 0.23; number 5, H, carries 0.33; number 6, C, carries -0.47; number 7, H, carries 0.33; number 8, H, carries 0.28; number 9, H, carries 0.38; number 10, C, carries -0.50; number 11, O, carries -0.49; number 12, H, carries 0.23; number 13, O, carries -0.50; number 14, C, carries -0.42; number 15, H, carries 0.30; number 16, H, carries 0.31; number 17, H, carries 0.26; number 18, O, carries -0.61; number 19, H, carries 0.30

Entry c
Molecular formula: C4H12O3
Method: DFT, the ωB97M-V functional and the def2-TZVPD basis

Atoms and positions in Å:
H (-3.677, 1.783, -1.077)
H (2.044, -1.914, -0.120)
C (0.564, -0.477, 0.719)
H (-0.674, -0.621, 2.460)
H (1.320, 0.981, 2.134)
H (0.445, -1.986, 2.282)
O (-3.710, 2.291, -1.895)
H (-0.288, 1.386, -3.085)
C (-0.212, -1.298, 1.752)
C (1.074, -1.418, -0.335)
H (2.424, -0.333, 1.805)
H (-2.855, 2.175, -2.324)
O (0.485, -1.686, -1.352)
O (-0.035, 1.212, -2.174)
H (-0.155, 0.152, 0.194)
H (-0.986, -1.886, 1.257)
C (1.676, 0.323, 1.347)
H (2.159, 0.971, 0.614)
H (0.402, 0.347, -2.202)

Output
* spin multiplicity: 1
* gap between HOMO and LUMO: 10.772 eV
* structure (SMILES): CC(C)C=O.O.O

Just the Mulliken charges please, in e? Sure, here they are: number 1, H, carries 0.32; number 2, H, carries 0.36; number 3, C, carries 0.99; number 4, H, carries 0.38; number 5, H, carries 0.38; number 6, H, carries 0.36; number 7, O, carries -0.64; number 8, H, carries 0.30; number 9, C, carries -1.51; number 10, C, carries -0.21; number 11, H, carries 0.35; number 12, H, carries 0.32; number 13, O, carries -0.53; number 14, O, carries -0.61; number 15, H, carries 0.18; number 16, H, carries 0.38; number 17, C, carries -1.48; number 18, H, carries 0.36; number 19, H, carries 0.31

Entry d
Molecular formula: C4H12O3
Method: DFT, the ωB97M-V functional and the def2-TZVPD basis

Atoms and positions in Å:
H (-0.145, -1.654, 1.744)
H (-2.563, -0.083, -0.165)
O (-0.091, 2.156, 2.657)
C (-1.191, 0.154, 1.975)
C (-1.033, -1.216, 1.308)
C (-0.088, 1.161, 1.630)
H (0.058, -0.746, -0.428)
O (-1.895, -0.315, -0.818)
H (-0.244, 1.652, 0.667)
H (0.620, 2.779, 2.475)
H (-1.138, 0.066, 3.070)
H (0.859, 0.612, 1.569)
O (4.658, -0.015, -6.153)
H (-1.867, -1.833, 1.673)
H (-2.141, 0.706, 1.842)
H (4.147, -0.809, -5.905)
H (-1.001, -2.125, -0.653)
H (3.975, 0.654, -6.287)
C (-0.921, -1.145, -0.203)

Output
* spin multiplicity: 1
* gap between HOMO and LUMO: 11.166 eV
* structure (SMILES): OCCCCO.O

Just the Mulliken charges please, in e? Sure, here they are: number 1, H, carries 0.36; number 2, H, carries 0.32; number 3, O, carries -0.51; number 4, C, carries -0.46; number 5, C, carries -0.79; number 6, C, carries -0.47; number 7, H, carries 0.26; number 8, O, carries -0.49; number 9, H, carries 0.29; number 10, H, carries 0.30; number 11, H, carries 0.38; number 12, H, carries 0.30; number 13, O, carries -0.64; number 14, H, carries 0.28; number 15, H, carries 0.29; number 16, H, carries 0.32; number 17, H, carries 0.32; number 18, H, carries 0.32; number 19, C, carries -0.37

Most stable to least stable, the ends of the list are entry c and entry b.